Entry 1:
{
  "formula": "CCl3F",
  "method": "ωB97M-V with the def2-TZVPD basis set",
  "smiles": "FC(Cl)(Cl)Cl",
  "e_tot_ha": -1518.51928,
  "species": ["F", "C", "Cl", "Cl", "Cl"],
  "xyz": [[-0.246, 0.706, 1.249], [0.023, 0.002, 0.001], [-0.895, 0.892, -1.273], [-0.711, -1.465, 0.274], [1.829, -0.136, -0.250]],
  "mulliken_charge": [-0.21, 0.46, -0.10, -0.07, -0.09]
}

Entry 2:
{
  "formula": "CCl6P",
  "method": "ωB97M-V with the def2-TZVPD basis set",
  "charge": 1,
  "e_tot_ha": -3140.31304,
  "species": ["C", "P", "Cl", "Cl", "Cl", "Cl", "Cl", "Cl"],
  "xyz": [[-2.468, -0.427, 0.285], [1.622, 0.541, -0.090], [-1.030, 0.018, 1.071], [-2.847, 0.425, -1.090], [-3.000, -2.032, 0.452], [2.811, 0.237, 1.516], [2.373, -0.971, -1.256], [2.539, 2.209, -0.888]],
  "mulliken_charge": [0.54, 0.57, 0.13, 0.11, 0.10, -0.13, -0.15, -0.17]
}

Entry 3:
{
  "formula": "CClF3",
  "method": "ωB97M-V with the def2-TZVPD basis set",
  "smiles": "FC(F)(F)Cl",
  "e_tot_ha": -797.89156,
  "species": ["F", "C", "F", "F", "Cl"],
  "xyz": [[-0.705, 1.105, -0.093], [0.025, 0.064, 0.035], [1.008, 0.342, -0.738], [0.372, -0.035, 1.378], [-0.700, -1.476, -0.582]],
  "mulliken_charge": [-0.18, 0.66, -0.18, -0.19, -0.11]
}

Entry 4:
{
  "formula": "CClF3O2S",
  "method": "ωB97M-V with the def2-TZVPD basis set",
  "smiles": "O=S(=O)(Cl)C(F)(F)F",
  "e_tot_ha": -1346.52506,
  "species": ["O", "S", "O", "Cl", "C", "F", "F", "F"],
  "xyz": [[-1.941, 0.155, -0.272], [-0.789, -0.292, 0.407], [-0.742, -0.290, 1.842], [-0.441, -2.149, -0.157], [0.764, 0.518, -0.363], [1.403, 1.096, 0.619], [0.143, 1.314, -1.203], [1.604, -0.351, -0.872]],
  "mulliken_charge": [-0.49, 0.91, -0.51, -0.12, 0.77, -0.19, -0.18, -0.19]
}

Entry 5:
{
  "formula": "CClN5O2",
  "method": "ωB97M-V with the def2-TZVPD basis set",
  "e_tot_ha": -922.20048,
  "species": ["C", "N", "N", "N", "N", "N", "O", "O", "Cl"],
  "xyz": [[-0.979, 0.000, -0.010], [0.088, 0.511, 0.013], [1.815, -1.528, 0.065], [1.285, 0.697, 0.029], [2.081, -0.419, 0.028], [-2.361, 0.087, -0.024], [-2.754, 1.234, 0.029], [-3.014, -0.919, -0.085], [3.839, 0.338, -0.045]],
  "mulliken_charge": [0.26, 0.69, -0.39, -0.83, 0.51, 0.88, -0.47, -0.49, -0.17]
}

Entry 6:
{
  "formula": "CClNO3S2",
  "method": "ωB97M-V with the def2-TZVPD basis set",
  "charge": -2,
  "e_tot_ha": -1575.24215,
  "species": ["C", "N", "O", "O", "O", "S", "S", "Cl"],
  "xyz": [[9.729, 0.908, -0.314], [8.907, 0.200, 0.179], [10.614, 1.527, -0.853], [-13.492, -1.797, -0.791], [-11.633, -1.503, 0.733], [8.216, -0.644, 1.475], [-12.731, -0.881, -0.008], [-13.349, 2.858, 0.462]],
  "mulliken_charge": [0.50, -0.26, -0.64, -0.39, -0.42, -0.60, 0.78, -0.97]
}

Entry 7:
{
  "formula": "CF2O3S2",
  "method": "ωB97M-V with the def2-TZVPD basis set",
  "e_tot_ha": -1259.83720,
  "species": ["C", "O", "O", "O", "F", "F", "S", "S"],
  "xyz": [[0.812, 0.118, -0.085], [-0.646, -0.408, 2.075], [-1.093, -1.038, -1.642], [-1.327, 0.880, 0.040], [1.129, -1.144, 0.127], [1.957, 0.580, -0.510], [-0.231, 0.713, 1.336], [-0.600, 0.299, -1.343]],
  "mulliken_charge": [0.57, -0.41, -0.46, -0.31, -0.21, -0.23, 0.52, 0.53]
}

Entry 8:
{
  "formula": "CF3LiNO4PtS3",
  "method": "ωB97M-V with the def2-TZVPD basis set",
  "spin_multiplicity": 3,
  "charge": -1,
  "e_tot_ha": -2014.75594,
  "species": ["Pt", "N", "S", "O", "C", "F", "F", "F", "Li", "S", "O", "S", "O", "O"],
  "xyz": [[1.473, -1.239, 0.748], [-0.256, -0.992, 1.251], [-0.781, 0.130, 0.420], [-0.532, 0.241, -1.061], [-2.619, -0.109, 0.357], [-3.128, -0.120, 1.581], [-2.810, -1.290, -0.229], [-3.208, 0.848, -0.348], [1.403, 0.246, -1.685], [4.044, -0.746, -0.927], [2.611, -1.649, -1.216], [2.218, 1.325, 0.774], [1.997, 1.818, -0.704], [-0.413, 1.538, 1.038]],
  "mulliken_charge": [0.66, -0.58, 0.59, -0.66, 0.50, -0.22, -0.21, -0.19, 0.90, -0.15, -0.71, 0.12, -0.52, -0.53]
}

Entry 9:
{
  "formula": "CF3NO2",
  "method": "ωB97M-V with the def2-TZVPD basis set",
  "e_tot_ha": -542.76767,
  "species": ["C", "N", "O", "O", "F", "F", "F"],
  "xyz": [[0.795, 0.139, 0.419], [-1.216, -0.100, -0.576], [-1.208, 0.418, -1.633], [-1.911, -0.742, 0.084], [1.657, 0.285, -0.532], [0.944, -1.083, 0.853], [0.940, 1.083, 1.386]],
  "mulliken_charge": [0.65, 0.70, -0.41, -0.39, -0.17, -0.18, -0.19]
}

Entry 10:
{
  "formula": "CF3Ni",
  "method": "ωB97M-V with the def2-TZVPD basis set",
  "spin_multiplicity": 4,
  "e_tot_ha": -1845.84576,
  "species": ["C", "F", "F", "Ni", "F"],
  "xyz": [[-0.517, 0.065, -0.362], [-1.185, 1.010, 0.209], [-1.250, -0.994, -0.246], [1.683, -0.091, -0.766], [1.158, 0.117, 0.988]],
  "mulliken_charge": [0.57, -0.09, -0.12, 0.26, -0.62]
}

Entry 11:
{
  "formula": "CF3O2S",
  "method": "ωB97M-V with the def2-TZVPD basis set",
  "charge": -1,
  "smiles": "O=[S@@]([O-])(F)=C(F)F",
  "e_tot_ha": -886.29734,
  "species": ["O", "S", "O", "F", "C", "F", "F"],
  "xyz": [[-0.653, -1.012, 1.222], [0.317, -0.434, 0.437], [1.949, -0.483, 1.119], [0.520, -1.504, -0.954], [-0.529, 1.192, -0.071], [-0.012, 1.775, -1.158], [-1.592, 0.466, -0.594]],
  "mulliken_charge": [-0.47, 0.98, -0.68, -0.39, -0.05, -0.17, -0.21]
}

Entry 12:
{
  "formula": "CF3Tl",
  "method": "ωB97M-V with the def2-TZVPD basis set",
  "spin_multiplicity": 2,
  "charge": 1,
  "e_tot_ha": -509.72043,
  "species": ["C", "F", "F", "Tl", "F"],
  "xyz": [[0.125, -0.353, 0.180], [-0.937, -0.538, 0.907], [1.057, -0.926, 0.893], [0.788, 0.725, -1.740], [-1.018, 0.962, -0.926]],
  "mulliken_charge": [0.37, -0.03, -0.07, 1.17, -0.45]
}